Here is the molecule C3H5N5 from the Open Molecules 2025 dataset. Energies are from ωB97M-V with the def2-TZVPD basis set.

Values from the calculation:
- Orbital gap: 7.54 eV
- Lowest unoccupied orbital energy: -1.00 eV

Each line ends with the Mulliken charge.
Element x y z (Å)
H 2.45326 0.91248 -0.12225  0.297
N 1.58819 1.53189 -0.04874  -0.729
C 0.32929 1.00807 -0.05959  0.536
N -0.84842 1.66406 0.19516  -0.386
C -1.84675 0.81466 -0.14996  -0.295
C -1.79992 -0.73938 0.06812  -0.074
N -0.59539 -1.40055 -0.03250  -0.643
N 0.44425 -0.47802 -0.06763  0.992
N 1.55447 -1.07861 0.11927  -1.044
H -2.71968 1.27737 -0.07336  0.448
H -2.61216 -1.56443 0.08621  0.358
H 2.13608 -1.22980 -0.85079  0.275
H 1.91680 -0.71774 0.93604  0.265



Here is the molecule C3H5N5O2 from the Open Molecules 2025 dataset. Energies are from ωB97M-V with the def2-TZVPD basis set.

Values from the calculation:
- Orbital gap: 10.21 eV
- Lowest unoccupied orbital energy: -1.10 eV

Each line ends with the Mulliken charge.
Element x y z (Å)
C 1.45653 0.05107 1.70753  -1.024
C 0.27826 -0.55688 0.85262  -0.403
C 0.10139 0.18856 -0.44700  0.473
N 0.92252 1.13915 -0.81230  -0.153
N 0.51977 1.65068 -1.95294  -0.452
N -0.56514 1.19822 -2.31268  -0.176
N -0.94318 0.22441 -1.34482  0.368
N -2.02895 -0.50243 -1.25644  0.905
O -1.92867 -1.58573 -0.70041  -0.562
O -2.97536 -0.06203 -1.80758  -0.574
H 2.21243 0.46519 1.01325  0.324
H 2.02036 -0.75671 2.22978  0.318
H 1.00906 0.69778 2.48903  0.268
H -0.53393 -0.57878 1.61871  0.335
H 0.45493 -1.57249 0.72326  0.352



Here is the molecule C3H5NO from the Open Molecules 2025 dataset. Energies are from ωB97M-V with the def2-TZVPD basis set.

Values from the calculation:
- Orbital gap: 8.99 eV
- Lowest unoccupied orbital energy: 0.90 eV

Each line ends with the Mulliken charge.
Element x y z (Å)
C -1.98067 -0.08038 0.25958  -0.777
C -0.89170 0.62394 -0.00795  0.009
N 0.45251 0.16321 -0.31884  -0.267
C 1.90883 -0.55039 -0.10215  -0.004
O 1.74123 0.82630 -0.08091  -0.311
H -2.88192 0.36810 0.18479  0.289
H -1.92459 -1.08148 0.45284  0.270
H -0.76540 1.59650 -0.30650  0.347
H 2.04464 -0.92021 0.91131  0.222
H 2.29708 -0.94560 -0.99217  0.222



Here is the molecule C3H5NO from the Open Molecules 2025 dataset. Energies are from ωB97M-V with the def2-TZVPD basis set.

Values from the calculation:
- Orbital gap: 9.40 eV
- Lowest unoccupied orbital energy: 0.57 eV

Each line ends with the Mulliken charge.
Element x y z (Å)
O 0.04733 -0.70992 2.03624  -0.420
C -0.59976 -0.43699 1.06145  0.341
C -0.00122 -1.01100 -0.55330  -0.440
N 0.57950 0.27974 -0.57368  -0.328
C -0.34198 1.13365 0.06716  -0.467
H 0.76488 -1.81240 -0.60319  0.279
H -0.83783 -1.12443 -1.24636  0.226
H 1.45941 0.28151 -0.07172  0.313
H 0.15708 2.06331 0.38613  0.278
H -1.25342 1.32694 -0.50424  0.218



Here is the molecule C3H5NO from the Open Molecules 2025 dataset. Energies are from ωB97M-V with the def2-TZVPD basis set.

Values from the calculation:
- Orbital gap: 9.80 eV
- Lowest unoccupied orbital energy: 0.35 eV

Each line ends with the Mulliken charge.
Element x y z (Å)
N 1.15559 -1.09988 -0.17790  -0.451
C 0.96202 0.28803 -0.06134  -0.095
C -0.16353 0.92268 -0.30498  -0.410
C -1.39257 0.13233 -0.01893  0.215
O -1.68647 -1.11314 -0.21165  -0.597
H 0.16328 -1.56892 0.15937  0.306
H 1.90490 -1.43418 0.36190  0.253
H 1.74723 0.98823 -0.18123  0.332
H -0.40219 1.94805 -0.00007  0.276
H -2.28826 0.93679 0.43483  0.172



Here is the molecule C3H5NO from the Open Molecules 2025 dataset. Energies are from ωB97M-V with the def2-TZVPD basis set.

Values from the calculation:
- Orbital gap: 9.58 eV
- Lowest unoccupied orbital energy: 0.58 eV

Each line ends with the Mulliken charge.
Element x y z (Å)
N -1.75725 -0.66797 -0.26330  -0.529
C -0.55543 -0.20009 0.29276  0.137
C 0.55155 0.12983 -0.39817  -0.479
C 1.64727 0.94625 0.15395  -0.016
O 1.60887 1.45942 1.25850  -0.517
H -2.32937 -1.25847 0.60085  0.284
H -1.75387 -1.31193 -1.09233  0.277
H -0.69276 0.02659 1.33876  0.296
H 0.70108 -0.16403 -1.45480  0.225
H 2.57989 1.04041 -0.43620  0.322



Here is a cluster of 2 separate species, C3H5NO in total from the Open Molecules 2025 dataset. Energies are from ωB97M-V with the def2-TZVPD basis set.

Values from the calculation:
- Orbital gap (spin up / spin down): 8.45 / 8.45 eV
- Lowest unoccupied orbital energy (spin up / spin down): 0.27 / 0.27 eV

Each line ends with the Mulliken charge.
Element x y z (Å)
C -0.64481 -0.60018 -1.21152  -0.336
C -1.15320 -0.62389 -0.04043  -0.517
C 0.57256 -0.48448 1.72103  0.344
N 1.34449 0.61089 1.60228  -0.308
O 0.54085 -1.47321 2.36690  -0.380
H -1.17927 -1.11436 -2.04530  0.229
H 0.29252 -0.06770 -1.36281  0.195
H -2.07561 -1.03778 0.12394  0.276
H 0.99922 1.29105 1.08689  0.263
H 1.99770 0.72653 2.32609  0.236



Here is the molecule C3H5NO from the Open Molecules 2025 dataset. Energies are from ωB97M-V with the def2-TZVPD basis set.

Values from the calculation:
- Orbital gap: 9.16 eV
- Lowest unoccupied orbital energy: 0.21 eV

Each line ends with the Mulliken charge.
Element x y z (Å)
C -0.32451 0.44433 -0.11532  0.584
C 0.18731 -0.70164 -0.82858  -0.250
C 1.09069 -0.42707 0.22716  -0.556
O -0.21364 1.75712 -0.46851  -0.478
N -1.47721 -0.09452 0.30707  -0.710
H -0.84134 2.25266 0.07489  0.359
H -1.31372 -0.83213 0.98548  0.257
H -0.27774 -1.57654 -1.25562  0.290
H 1.28850 -1.10777 1.05605  0.239
H 1.88166 0.28557 0.01737  0.264



Here is a cluster of 4 separate species, C3H5NO in total from the Open Molecules 2025 dataset. Energies are from ωB97M-V with the def2-TZVPD basis set.

Values from the calculation:
- Orbital gap: 9.44 eV
- Lowest unoccupied orbital energy: 0.22 eV

Each line ends with the Mulliken charge.
Element x y z (Å)
N -0.28679 -1.09982 -0.59813  -0.501
C -0.78472 -1.38808 0.49593  0.598
C 0.45514 1.09091 -1.03869  -0.100
C 0.84693 1.48880 0.05400  -0.546
O -1.55611 -2.02136 1.13958  -0.431
H -0.35404 -1.66243 -1.42682  0.242
H -0.19631 -0.09799 1.64596  0.097
H 0.38850 0.92438 -2.08392  0.366
H -0.04555 0.66443 1.22391  -0.091
H 1.53296 2.10117 0.58819  0.366



Here is the molecule C3H5NO from the Open Molecules 2025 dataset. Energies are from ωB97M-V with the def2-TZVPD basis set.

Values from the calculation:
- Orbital gap: 10.85 eV
- Lowest unoccupied orbital energy: 1.06 eV

Each line ends with the Mulliken charge.
Element x y z (Å)
C -0.72564 -0.96792 -0.67273  0.082
N 0.29673 -1.35977 -0.03303  -0.503
C 0.60362 -0.15353 0.75284  -0.346
C 0.18457 0.96038 -0.16603  -0.371
O -1.06909 0.35356 -0.59118  -0.346
H -1.41656 -1.60006 -1.21521  0.373
H 1.59512 -0.16275 1.21430  0.360
H -0.26504 -0.07388 1.43573  0.234
H 0.01629 1.90755 0.34992  0.256
H 0.77999 1.09643 -1.07462  0.261



Here is the molecule C3H5NO from the Open Molecules 2025 dataset. Energies are from ωB97M-V with the def2-TZVPD basis set.

Values from the calculation:
- Orbital gap: 9.47 eV
- Lowest unoccupied orbital energy: 1.04 eV

Each line ends with the Mulliken charge.
Element x y z (Å)
C 0.40678 -0.33067 -0.82381  -0.429
C 1.32214 -0.19689 0.12838  -0.146
O 0.88465 0.43332 1.23710  -0.325
N -0.53095 0.97185 0.73971  -0.366
C -0.94846 -0.01664 -0.26064  -0.178
H 0.59404 -0.54629 -1.85821  0.341
H 2.32340 -0.62222 0.10233  0.368
H -0.99745 0.81494 1.62171  0.285
H -1.58956 0.40156 -1.04751  0.259
H -1.46461 -0.90897 0.16094  0.192



Here is a cluster of 2 separate species, C3H5NO in total from the Open Molecules 2025 dataset. Energies are from ωB97M-V with the def2-TZVPD basis set.

Values from the calculation:
- Orbital gap: 10.11 eV
- Lowest unoccupied orbital energy: 0.98 eV

Each line ends with the Mulliken charge.
Element x y z (Å)
C 2.40302 -0.64764 0.54238  -0.960
C 2.16244 -0.41725 -0.72654  0.753
O 1.99062 -0.28545 -1.87008  -0.361
H 3.24401 -1.16052 0.67377  0.276
H 1.85252 -0.33449 1.42884  0.286
C -2.51779 0.89213 0.11567  -0.282
N -1.55333 0.09133 0.12417  -0.416
H -2.64816 1.68875 0.78280  0.261
H -3.38345 0.71201 -0.44123  0.212
H -1.54989 -0.53886 -0.62976  0.232



Here is the molecule C3H5NO from the Open Molecules 2025 dataset. Energies are from ωB97M-V with the def2-TZVPD basis set.

Values from the calculation:
- Orbital gap: 9.82 eV
- Lowest unoccupied orbital energy: 0.70 eV

Each line ends with the Mulliken charge.
Element x y z (Å)
C -1.23730 -0.05811 0.38261  -0.545
O -0.39583 -1.07727 -0.00338  -0.488
C 1.29382 -0.97449 -0.10230  0.286
C 1.75495 0.34976 -0.47736  -0.250
N 1.88603 0.04955 0.74377  -0.428
H -1.00940 0.21836 1.36012  0.278
H -2.34246 -0.36246 0.26308  0.197
H -0.99503 0.72707 -0.37030  0.216
H 1.53536 -1.91896 -0.27532  0.426
H 2.01398 1.03005 -1.25092  0.308



Here is a cluster of 3 separate species, C3H5NO in total from the Open Molecules 2025 dataset. Energies are from ωB97M-V with the def2-TZVPD basis set.

Values from the calculation:
- Orbital gap: 9.73 eV
- Lowest unoccupied orbital energy: 0.77 eV

Each line ends with the Mulliken charge.
Element x y z (Å)
C 0.70031 0.07143 0.44552  0.783
N 0.08569 -0.94636 0.91826  -0.535
C -1.14315 0.84327 -0.84908  -0.692
O 2.04121 0.19088 0.48375  -0.465
C -0.07149 1.07543 -0.23562  -0.132
H 2.27248 1.03685 0.06949  0.342
H 0.66052 -1.70824 1.26034  0.235
H -1.04358 -1.08613 -0.01148  0.215
H -2.00566 1.22180 -1.36001  0.349
H -1.49632 -0.69893 -0.72117  -0.100



Here is the molecule C3H5NO from the Open Molecules 2025 dataset. Energies are from ωB97M-V with the def2-TZVPD basis set.

Values from the calculation:
- Orbital gap: 10.59 eV
- Lowest unoccupied orbital energy: 0.93 eV

Each line ends with the Mulliken charge.
Element x y z (Å)
O 2.13187 -0.56697 0.24594  -0.539
C 0.98974 -0.25791 0.05824  0.480
C 0.16202 1.01390 0.25436  -0.329
N -1.01477 0.29373 -0.28754  -0.468
C -0.26194 -0.97128 -0.45849  -0.330
H 0.09109 1.35038 1.29694  0.247
H 0.48019 1.85786 -0.36855  0.211
H -1.75800 0.20658 0.39594  0.270
H -0.58450 -1.81938 0.16019  0.247
H -0.19775 -1.30187 -1.50218  0.212



Here is the molecule C3H5NO from the Open Molecules 2025 dataset. Energies are from ωB97M-V with the def2-TZVPD basis set.

Values from the calculation:
- Orbital gap: 10.38 eV
- Lowest unoccupied orbital energy: 0.23 eV

Each line ends with the Mulliken charge.
Element x y z (Å)
O -2.57417 0.13770 -0.28751  -0.509
C -1.43831 0.08627 0.34044  -0.061
C -0.22039 -0.05346 -0.54527  0.229
C 1.05850 -0.45088 0.05385  -0.556
N 0.87006 0.99954 -0.28820  -0.519
H -1.07579 0.36048 1.27910  0.319
H -0.30356 -0.49714 -1.50682  0.352
H 1.01440 -1.09320 0.97810  0.227
H 1.75386 -1.02733 -0.56401  0.271
H 0.91540 1.53801 0.54033  0.248



Here is the molecule C3H5NO from the Open Molecules 2025 dataset. Energies are from ωB97M-V with the def2-TZVPD basis set.

Values from the calculation:
- Orbital gap: 11.64 eV
- Lowest unoccupied orbital energy: 0.80 eV

Each line ends with the Mulliken charge.
Element x y z (Å)
C -1.05312 0.80486 0.33563  -0.634
O -0.26789 0.54380 -0.81870  -0.335
C 0.51606 -0.61818 -0.76572  -0.216
C 1.41435 -0.60316 0.40011  0.277
N 2.12010 -0.61596 1.31236  -0.369
H -2.06910 0.40734 0.24585  0.244
H -1.12763 1.88669 0.45974  0.214
H -0.59696 0.38073 1.24022  0.309
H 1.12158 -0.62695 -1.67615  0.255
H -0.05738 -1.55918 -0.73336  0.256



Here is the molecule C3H5NO from the Open Molecules 2025 dataset. Energies are from ωB97M-V with the def2-TZVPD basis set.

Values from the calculation:
- Orbital gap: 8.95 eV
- Lowest unoccupied orbital energy: 0.68 eV

Each line ends with the Mulliken charge.
Element x y z (Å)
C 1.74498 0.05721 -0.37951  -0.380
N 1.26136 -0.04430 0.80376  -0.512
C -0.07968 0.10788 0.95410  -0.094
C -0.92714 -0.11810 -0.07958  -0.172
O -2.25279 0.18798 0.02450  -0.473
H 1.34969 0.69375 -1.17205  0.335
H 2.75546 -0.29550 -0.54209  0.262
H -0.42160 0.50806 1.89852  0.389
H -0.66120 -0.77968 -0.89619  0.300
H -2.76908 -0.31730 -0.61147  0.346



Here is a cluster of 2 separate species, C3H5NO2 in total from the Open Molecules 2025 dataset. Energies are from ωB97M-V with the def2-TZVPD basis set.

Values from the calculation:
- Orbital gap (spin up / spin down): 8.84 / 8.84 eV
- Lowest unoccupied orbital energy (spin up / spin down): -0.33 / -0.32 eV

Each line ends with the Mulliken charge.
Element x y z (Å)
C 0.94950 0.26621 -0.75656  -0.450
C 1.11257 0.11940 0.76375  -0.459
C 0.04828 -0.61787 0.01100  0.005
N -2.05047 0.06070 0.14750  0.562
O -2.85174 -0.80442 0.05145  -0.458
O -2.19479 1.24712 0.21172  -0.460
H 0.86602 1.22906 -1.23585  0.274
H 1.44714 -0.37212 -1.54393  0.196
H 1.78427 -0.45480 1.43504  0.261
H 0.75763 1.05802 1.17908  0.225
H 0.13160 -1.73128 -0.26321  0.303



Here is the molecule C3H5NO2 from the Open Molecules 2025 dataset. Energies are from ωB97M-V with the def2-TZVPD basis set.

Values from the calculation:
- Orbital gap: 10.86 eV
- Lowest unoccupied orbital energy: 0.48 eV

Each line ends with the Mulliken charge.
Element x y z (Å)
N 0.53852 0.35897 -2.18710  -0.484
C 0.44033 0.79645 -1.03174  0.242
C -0.24957 0.64743 0.24710  0.016
O -1.63670 0.65847 0.04905  -0.509
C -0.01945 -0.78892 0.88870  -0.294
O 1.17734 -1.22535 1.25320  -0.536
H 0.17898 1.34260 0.97385  0.332
H -1.82538 -0.03694 -0.72298  0.388
H -0.50209 -1.40742 0.08494  0.245
H -0.66262 -0.80792 1.88174  0.257
H 1.68852 -0.99785 2.04977  0.343